Entry 1:
Computed, not measured: a structure of composition C33H64ClN4O12S3 in a non-equilibrium geometry, with the ωB97M-V functional and the def2-TZVPD basis.

```
117
Properties=species:S:1:pos:R:3:lowdin_charge:R:1
C -1.464 -3.981 3.028 -0.045
C -2.969 -3.995 3.189 -0.149
O -3.523 -3.019 2.298 -0.065
C -4.886 -3.254 1.994 -0.085
C -5.430 -2.021 1.326 -0.158
O -6.115 -1.209 2.274 -0.116
C -6.904 -0.210 1.700 -0.162
C -6.106 0.814 0.890 -0.180
O -6.530 2.105 1.305 -0.126
C -6.143 3.190 0.499 -0.095
C -4.740 3.154 -0.025 -0.150
N -3.698 3.410 0.775 0.074
C -3.729 3.702 2.201 -0.124
C -4.333 2.567 3.039 -0.396
S -3.235 2.079 4.413 1.020
C -2.659 0.594 3.712 -0.710
N -1.424 0.266 3.496 0.061
N -1.468 -0.998 2.891 0.076
C -2.721 -1.296 2.779 -0.178
O -3.545 -0.336 3.291 0.050
C -2.533 3.381 0.038 -0.093
C -1.181 3.639 0.593 -0.100
C -0.704 2.550 1.573 -0.188
C 0.806 2.277 1.477 -0.198
C 1.567 2.442 2.792 -0.194
C 2.936 1.769 2.712 -0.191
C 3.760 2.161 1.475 -0.161
C 3.781 1.067 0.424 -0.261
O 4.018 1.632 -0.846 -0.170
C 4.561 0.691 -1.747 -0.111
C -2.879 3.097 -1.248 -0.210
O -2.133 3.053 -2.341 0.010
C -1.386 1.842 -2.640 -0.188
C -0.552 1.288 -1.512 -0.036
N -4.279 2.955 -1.267 0.092
C -5.158 2.761 -2.424 -0.102
C -5.011 1.487 -3.281 -0.675
C -4.203 1.700 -4.566 -0.101
Cl -4.456 0.080 -2.348 0.687
H -1.135 -2.998 2.712 0.037
H -1.142 -4.707 2.293 0.083
H -0.994 -4.211 3.979 0.092
H -3.377 -4.966 2.921 0.134
H -3.248 -3.732 4.209 0.141
H -5.464 -3.495 2.885 0.152
H -4.946 -4.075 1.277 0.145
H -4.571 -1.470 0.943 0.124
H -6.101 -2.264 0.502 0.140
H -7.704 -0.623 1.082 0.132
H -7.367 0.333 2.519 0.140
H -5.048 0.675 1.121 0.106
H -6.302 0.690 -0.172 0.104
H -6.188 4.053 1.157 0.140
H -6.868 3.380 -0.288 0.132
H -4.308 4.611 2.351 0.137
H -2.733 3.910 2.551 0.091
H -5.286 2.830 3.475 0.084
H -4.505 1.687 2.437 0.046
H -3.194 -2.162 2.355 -0.273
H -1.187 4.597 1.112 0.132
H -0.515 3.766 -0.251 0.113
H -1.243 1.627 1.380 0.089
H -0.930 2.837 2.595 0.080
H 0.955 1.263 1.114 0.104
H 1.255 2.938 0.744 0.104
H 1.718 3.505 2.971 0.117
H 1.005 2.013 3.616 0.103
H 2.786 0.690 2.696 0.088
H 3.501 1.996 3.611 0.108
H 4.786 2.318 1.792 0.112
H 3.436 3.097 1.032 0.110
H 2.858 0.477 0.427 0.098
H 4.593 0.375 0.658 0.116
H 4.190 -0.316 -1.565 0.063
H 5.646 0.657 -1.701 0.078
H 4.296 0.954 -2.766 0.084
H -0.728 2.133 -3.449 0.132
H -2.035 1.070 -3.024 0.065
H 0.134 2.037 -1.136 0.072
H 0.022 0.468 -1.930 0.101
H -1.164 0.861 -0.722 0.082
H -6.175 2.813 -2.069 0.112
H -5.009 3.606 -3.088 0.143
H -6.019 1.251 -3.597 0.094
H -3.585 2.588 -4.496 0.074
H -3.552 0.864 -4.784 0.069
H -4.878 1.830 -5.402 0.086
O 2.110 -2.496 -0.634 -0.282
S 3.196 -2.668 0.285 0.559
O 4.436 -1.997 0.051 -0.274
O 3.452 -4.219 0.491 -0.260
C 3.672 -5.044 -0.680 -0.241
C 5.046 -4.857 -1.290 -0.071
C 2.653 -2.315 1.920 -0.099
H 2.880 -4.853 -1.405 0.113
H 3.550 -6.065 -0.325 0.120
H 5.172 -3.856 -1.698 0.050
H 5.196 -5.572 -2.099 0.086
H 5.824 -5.003 -0.541 0.090
H 1.721 -2.840 2.106 0.068
H 2.503 -1.238 1.977 0.043
H 3.426 -2.624 2.618 0.084
O 6.736 -0.490 -3.648 -0.272
S 7.277 -1.775 -3.973 0.566
O 7.129 -2.837 -3.028 -0.272
O 8.799 -1.616 -4.379 -0.258
C 9.677 -0.930 -3.455 -0.242
C 10.030 -1.770 -2.245 -0.071
C 6.679 -2.302 -5.540 -0.117
H 9.226 0.020 -3.168 0.115
H 10.570 -0.708 -4.036 0.122
H 9.158 -1.959 -1.621 0.070
H 10.775 -1.250 -1.642 0.083
H 10.432 -2.735 -2.552 0.086
H 6.804 -1.495 -6.256 0.076
H 5.625 -2.539 -5.411 0.077
H 7.230 -3.188 -5.843 0.076
```

Computed properties:
**Max |F|**: 19.52 eV Å⁻¹
**Highest occupied orbital energy**: -0.3866 hartree
**Net charge**: +1
**Orbital gap**: 8.327 eV

Entry 2:
Computed, not measured: a cluster of 12 separate species, C33H64NO24 in total in a non-equilibrium geometry, with the ωB97M-V functional and the def2-TZVPD basis.

```
122
Properties=species:S:1:pos:R:3:lowdin_charge:R:1
C 6.047 1.536 -1.016 0.004
C 5.929 0.236 -0.174 -0.377
C 4.528 -0.398 -0.429 -0.127
C 4.417 -1.309 -1.637 -0.189
C 5.507 -2.385 -1.614 -0.109
C 6.982 -1.794 -1.590 -0.358
N 7.038 -0.741 -0.460 0.157
O 8.328 -0.500 -0.011 0.157
C 7.184 -1.115 -2.991 0.020
C 7.913 -3.026 -1.235 0.000
C 6.032 0.644 1.363 0.016
H 5.452 2.365 -0.634 0.098
H 5.973 1.475 -2.102 0.078
H 6.999 2.050 -0.889 0.069
H 3.813 0.400 -0.634 0.116
H 4.271 -1.000 0.443 0.123
H 4.410 -0.704 -2.543 0.103
H 3.454 -1.808 -1.529 0.122
H 5.403 -3.092 -2.437 0.130
H 5.333 -2.796 -0.620 0.113
H 7.575 -1.904 -3.633 0.102
H 8.046 -0.467 -2.835 0.083
H 6.339 -0.643 -3.492 0.080
H 7.700 -3.586 -0.324 0.079
H 8.881 -2.525 -1.218 0.065
H 7.909 -3.727 -2.069 0.088
H 7.058 1.013 1.362 0.077
H 5.752 -0.133 2.075 0.082
H 5.425 1.484 1.701 0.083
C 5.945 -5.886 4.322 -0.122
C 6.828 -4.979 5.048 -0.113
O 7.081 -4.020 4.001 0.055
C 6.228 -4.151 2.970 -0.628
O 6.237 -3.286 2.163 0.153
O 5.418 -5.121 3.230 0.121
H 5.158 -6.325 4.935 0.142
H 6.486 -6.771 3.989 0.137
H 7.612 -5.470 5.624 0.142
H 6.318 -4.368 5.792 0.135
C 12.613 -0.115 -4.923 -0.107
C 11.179 -0.290 -5.436 -0.101
O 10.640 -0.708 -4.208 0.046
C 11.523 -1.381 -3.463 -0.483
O 11.284 -2.151 -2.529 0.105
O 12.797 -1.108 -3.888 0.077
H 12.850 0.888 -4.568 0.136
H 13.267 -0.387 -5.752 0.131
H 11.074 -1.071 -6.189 0.142
H 10.782 0.698 -5.671 0.135
C 8.127 -8.503 -3.175 -0.086
C 7.984 -8.550 -4.727 -0.015
O 7.134 -7.339 -4.935 0.108
C 6.934 -6.623 -3.941 -0.602
O 6.351 -5.546 -3.852 0.107
O 7.779 -7.086 -2.917 0.004
H 9.147 -8.674 -2.830 0.121
H 7.567 -9.224 -2.578 0.120
H 7.499 -9.439 -5.129 0.128
H 8.970 -8.492 -5.188 0.129
C 0.863 0.095 3.442 -0.085
C 1.096 -0.485 4.854 -0.154
O 2.434 -0.341 5.113 0.063
C 3.058 0.345 4.088 -0.492
O 4.251 0.620 4.106 0.136
O 2.180 0.511 3.089 0.031
H 0.263 1.001 3.518 0.126
H 0.536 -0.630 2.696 0.135
H 0.692 -1.496 4.916 0.134
H 0.619 0.145 5.605 0.134
C 1.213 3.545 1.384 -0.113
C 2.555 3.103 1.100 -0.193
O 3.137 4.149 0.371 0.044
C 2.111 4.873 -0.227 -0.472
O 2.238 5.843 -1.025 0.092
O 0.947 4.475 0.296 0.081
H 1.238 4.093 2.325 0.143
H 0.440 2.778 1.416 0.138
H 2.514 2.244 0.430 0.127
H 3.188 2.940 1.973 0.139
C 5.605 3.825 -5.563 -0.150
C 5.617 4.178 -4.084 -0.111
O 6.705 3.437 -3.629 0.052
C 7.236 2.678 -4.614 -0.566
O 8.140 1.952 -4.456 0.179
O 6.484 2.779 -5.733 0.062
H 5.977 4.616 -6.215 0.138
H 4.621 3.520 -5.918 0.139
H 4.672 3.815 -3.680 0.137
H 5.737 5.262 -4.064 0.143
O 9.385 3.015 -1.117 -0.041
H 8.620 3.557 -0.920 0.024
H 9.400 2.959 -2.072 0.019
O 9.352 -5.568 -0.652 -0.041
H 9.161 -6.452 -0.338 0.038
H 9.667 -5.101 0.122 0.011
C 12.058 -3.868 0.430 -0.107
C 12.494 -2.466 0.720 -0.300
O 11.507 -1.593 0.189 -0.085
H 12.868 -4.460 0.002 0.080
H 11.181 -3.853 -0.217 0.047
H 11.687 -4.537 1.206 0.066
H 13.522 -2.407 0.364 0.113
H 12.481 -2.527 1.808 0.109
H 11.463 -1.725 -0.761 0.015
C 5.881 0.084 -8.070 -0.061
C 6.968 -0.792 -7.334 -0.297
O 8.237 -0.227 -7.398 -0.084
H 5.674 1.007 -7.529 0.041
H 4.966 -0.463 -8.298 0.068
H 6.135 0.543 -9.026 0.073
H 6.958 -1.771 -7.813 0.109
H 6.884 -0.965 -6.261 0.094
H 8.136 0.653 -7.028 0.064
C 9.994 0.914 3.097 -0.066
C 9.225 -0.421 3.198 -0.302
O 8.217 -0.196 4.180 -0.084
H 9.477 1.702 2.549 0.067
H 10.983 0.761 2.664 0.068
H 10.227 1.209 4.120 0.073
H 9.851 -1.244 3.544 0.110
H 8.867 -0.727 2.215 0.070
H 8.088 -0.987 4.708 0.074
```

Computed properties:
**Max |F|**: 9.09 eV Å⁻¹
**Highest occupied orbital energy**: -0.4156 hartree
**Net charge**: +1
**Orbital gap**: 5.834 eV